Model one:
# C3H9NO2S

A 2-piece molecular cluster, C3H9NO2S overall (ωB97M-V/def2-TZVPD, OMol25).

Output
Molar mass ... 123.18 g mol⁻¹
⟨S²⟩ ... 0.750
Kohn-Sham gap (spin up / spin down) ... 2.210 / 8.880 eV

Structure (ORCA input):
```
! RIJCOSX wB97M-V def2-TZVPD def2/J DEFGRID3
* xyz -1 2
O -0.2010 1.8245 -1.8925
C -0.3510 1.5910 -0.7113
N 0.1831 0.4829 -0.1830
C -0.0440 0.0886 1.1951
C -0.2706 -1.3365 1.5482
S -1.6989 -2.0758 0.5263
H -1.0920 2.3260 -0.2334
H 1.0233 0.1543 -0.5385
H -0.8201 0.7306 1.5392
H 0.8302 0.3753 1.6951
H -0.1695 -1.4651 2.5605
H 0.6137 -2.0428 1.2475
H -2.4273 -0.9100 0.4121
H 1.4539 0.8150 -2.5115
H 1.1435 -0.6008 -2.4594
O 1.8267 0.0427 -2.1946
*
```



Model two:
# C3H9NO2S

A 2-piece molecular cluster, C3H9NO2S overall (ωB97M-V/def2-TZVPD, OMol25).

Output
Molar mass ... 123.18 g mol⁻¹
⟨S²⟩ ... 0.753
Kohn-Sham gap (spin up / spin down) ... 6.069 / 3.885 eV

Structure (ORCA input):
```
! RIJCOSX wB97M-V def2-TZVPD def2/J DEFGRID3
* xyz -1 2
C -0.2716 -0.7896 -0.9954
C -0.0802 -2.3538 -1.1731
S -1.1447 -3.3895 -2.2082
N 0.5059 -0.4602 0.3198
C 0.2828 0.5867 1.3524
O 0.8563 1.6607 0.9748
H 0.0484 -0.2924 -1.9180
H -1.3762 -0.3919 -0.8026
H -0.1884 -2.8013 -0.1848
H 0.9263 -2.5237 -1.5636
H 1.3555 -0.4816 0.1517
H 1.2542 0.3167 2.1869
H -0.7111 0.6231 1.8211
H -0.0603 2.8335 0.5023
H -0.7697 3.7536 1.2135
O -0.6272 3.7098 0.3233
*
```



Which of them is least stable? Easy: model two.



Model one:
# C4H12NO2

A 2-piece molecular cluster, C4H12NO2 overall (ωB97M-V/def2-TZVPD, OMol25).

Output
Molar mass ... 106.14 g mol⁻¹
Kohn-Sham gap ... 4.612 eV

Structure (ORCA input):
```
! RIJCOSX wB97M-V def2-TZVPD def2/J DEFGRID3
* xyz -1 1
C 1.4037 1.5482 1.2650
O 0.6895 2.4005 2.1127
C 0.9417 1.9068 -0.2507
C 0.1410 0.7742 -0.8927
C -1.3684 0.8930 -0.4178
N -1.5110 0.7482 1.0202
H 2.4729 1.7647 1.4061
H 1.1831 0.5017 1.4967
H 0.6721 2.8785 -0.4101
H 1.9362 1.7588 -0.6144
H 0.2778 0.7436 -1.9124
H 0.5594 -0.2004 -0.5011
H -2.0941 0.1620 -0.9824
H -1.7861 1.9133 -0.7089
H -1.6083 1.6279 1.5199
H -0.7398 0.2282 1.5531
H 0.3001 -7.0000 -1.3343
H -0.8881 -5.8689 -1.3741
O -0.5818 -6.7802 -0.9749
*
```



Model two:
# C4H12NO2

A 2-piece molecular cluster, C4H12NO2 overall (ωB97M-V/def2-TZVPD, OMol25).

Output
Molar mass ... 106.14 g mol⁻¹
Kohn-Sham gap ... 7.149 eV

Structure (ORCA input):
```
! RIJCOSX wB97M-V def2-TZVPD def2/J DEFGRID3
* xyz -1 1
C 0.6380 -1.8240 -1.2083
N 1.2218 -0.3864 -1.3486
C 0.1497 0.6555 -1.2531
C 0.3296 1.7080 -0.0834
C 0.3600 0.8621 1.3223
O -0.8485 0.9076 1.8682
H 0.5014 -2.3023 -2.1363
H -0.2782 -1.8983 -0.5702
H 1.3485 -2.4561 -0.6316
H 1.8300 -0.2245 -0.5745
H -0.8885 0.2114 -1.3244
H 0.1436 1.2397 -2.1617
H 1.0276 2.4629 -0.1722
H -0.5951 2.1970 -0.0096
H 0.8268 -0.0783 1.0985
H 1.0251 1.5244 1.9765
H -2.0713 -0.0835 1.8040
H -2.0325 -1.5191 1.8947
O -2.6878 -0.9963 1.5097
*
```



Model three:
# C4H12NO2

A 2-piece molecular cluster, C4H12NO2 overall (ωB97M-V/def2-TZVPD, OMol25).

Output
Molar mass ... 106.14 g mol⁻¹
Kohn-Sham gap ... 6.578 eV

Structure (ORCA input):
```
! RIJCOSX wB97M-V def2-TZVPD def2/J DEFGRID3
* xyz -1 1
C -0.6317 0.9475 -1.7127
O -0.7190 -0.0769 -2.5705
C -0.2156 0.4701 -0.2379
C 0.4348 1.5605 0.5740
C 0.3098 1.2251 2.0611
N 0.3437 -0.8624 -0.2961
H -1.5824 1.5166 -1.5554
H 0.1104 1.7207 -2.0494
H -1.2490 0.3893 0.1250
H -0.1431 2.4665 0.3633
H 1.4750 1.7239 0.2733
H -0.7451 1.2244 2.3335
H 0.7807 0.2732 2.2968
H 0.7449 2.0079 2.6963
H 1.3436 -0.7799 -0.4922
H 0.0298 -1.1998 -1.2281
H 1.1498 -3.2317 1.6181
H 0.3619 -1.9976 1.1655
O 0.2448 -2.8910 1.5881
*
```



Model four:
# C4H12NO2

A 2-piece molecular cluster, C4H12NO2 overall (ωB97M-V/def2-TZVPD, OMol25).

Output
Molar mass ... 106.14 g mol⁻¹
Kohn-Sham gap ... 6.914 eV

Structure (ORCA input):
```
! RIJCOSX wB97M-V def2-TZVPD def2/J DEFGRID3
* xyz -1 1
C 0.3710 -1.5332 0.4505
C 0.8306 -0.0788 0.6851
C 2.1239 0.3042 -0.0290
N -0.4286 0.7020 0.3117
C -0.7922 0.8043 -1.1674
O 0.1884 1.3100 -1.8905
H 0.6526 -1.7326 -0.6266
H 1.0099 -2.2815 0.9987
H -0.7017 -1.8873 0.6720
H 0.8356 0.2060 1.7442
H 1.7848 0.4692 -1.0682
H 2.4050 1.3536 0.0841
H 2.9227 -0.3623 0.1750
H -0.1790 1.6889 0.5550
H -1.1500 -0.2404 -1.5139
H -1.6039 1.5992 -1.0772
H -3.2477 -0.5551 0.0241
H -2.0384 0.3696 0.8348
O -2.9830 -0.1359 0.8375
*
```



Which of them is least stable? Easy: model one.



Model one:
# C6H7B

C6H7B in the gas phase (ωB97M-V/def2-TZVPD, OMol25).

Output
Molar mass ... 89.93 g mol⁻¹
Kohn-Sham gap ... 9.336 eV

Structure (ORCA input):
```
! RIJCOSX wB97M-V def2-TZVPD def2/J DEFGRID3
* xyz 0 1
B -0.9628 0.9107 0.3049
C -2.4983 0.0435 -0.1746
C -1.5032 -0.6241 0.2453
C 0.1504 1.8642 -0.3131
C -0.3733 -1.5770 0.0721
C 0.8892 -0.7124 -0.0598
C 0.4900 0.6705 0.5436
H 0.3051 1.8044 -1.3743
H 0.3896 2.9071 -0.0408
H -0.1822 -2.3720 0.8015
H -0.5262 -2.0819 -0.9694
H 1.7617 -1.1207 0.4759
H 1.2357 -0.3566 -1.0729
H 0.8244 0.6442 1.5615
*
```



Model two:
# C6H7B

C6H7B in the gas phase (ωB97M-V/def2-TZVPD, OMol25).

Output
SMILES ... C#CCBCC#C
Molar mass ... 89.93 g mol⁻¹
Kohn-Sham gap ... 10.205 eV

Structure (ORCA input):
```
! RIJCOSX wB97M-V def2-TZVPD def2/J DEFGRID3
* xyz 0 1
C -3.3070 0.6598 -0.9246
C -2.1285 0.5918 -0.7257
C -0.7116 0.4991 -0.4494
B -0.3278 -0.1456 0.9377
C 1.1638 -0.5096 1.2696
C 2.1457 -0.5148 0.0144
C 2.8266 -0.6067 -0.9638
H -4.3355 0.7397 -1.1065
H -0.3039 1.5171 -0.4486
H -0.2144 -0.0079 -1.2818
H -1.1388 -0.3170 1.7659
H 1.5819 0.2195 1.9662
H 1.2725 -1.4896 1.7325
H 3.4770 -0.6358 -1.7858
*
```



Which of them is least stable? Easy: model one.



Model one:
# C3H6OS2

C3H6OS2 in the gas phase (ωB97M-V/def2-TZVPD, OMol25).

Output
Molar mass ... 122.21 g mol⁻¹
Kohn-Sham gap (spin up / spin down) ... 7.142 / 7.560 eV

Structure (ORCA input):
```
! RIJCOSX wB97M-V def2-TZVPD def2/J DEFGRID3
* xyz 0 1
C 0.4611 0.4510 0.7744
C -2.4289 0.2394 -1.0282
C 1.7938 -0.3496 0.7772
O 1.8176 -1.2025 -0.3475
S -0.4854 0.5718 -0.6636
S -3.0575 1.3109 -2.2756
H -0.0032 0.8832 1.6047
H -3.0277 0.2865 -0.0365
H 1.9838 -0.9951 1.7491
H 2.5992 0.4431 0.6591
H 1.4555 -0.7052 -1.1865
H -2.2528 1.0102 -3.1314
*
```



Model two:
# C3H6OS2

A 2-piece molecular cluster, C3H6OS2 overall (ωB97M-V/def2-TZVPD, OMol25).

Output
Molar mass ... 122.21 g mol⁻¹
Kohn-Sham gap (spin up / spin down) ... 8.010 / 6.243 eV

Structure (ORCA input):
```
! RIJCOSX wB97M-V def2-TZVPD def2/J DEFGRID3
* xyz 0 1
C -0.1782 -1.2933 0.3078
C 1.2181 0.7386 -0.1959
C 0.1026 0.1099 0.5429
O 0.5342 -2.0051 -0.3687
S -1.9110 -0.1462 -1.6525
S -0.7607 0.9355 1.7647
H -1.0538 -1.6876 0.8587
H 1.3171 0.2388 -1.1605
H 1.0748 1.8074 -0.3480
H 2.1530 0.5844 0.3519
H -2.2670 -1.4281 -1.6329
H -0.2291 2.1458 1.5325
*
```



Which of them is least stable? Easy: model one.



Model one:
# C3H6OS2

C3H6OS2 in the gas phase (ωB97M-V/def2-TZVPD, OMol25).

Output
SMILES ... O=CCCSS
Molar mass ... 122.21 g mol⁻¹
Kohn-Sham gap ... 9.727 eV

Structure (ORCA input):
```
! RIJCOSX wB97M-V def2-TZVPD def2/J DEFGRID3
* xyz 0 1
O 0.7556 -2.4073 -1.2920
C 0.7343 -1.8401 -0.2220
C 0.4834 -0.3275 -0.1481
C -1.0153 -0.1960 -0.0630
S -1.4588 1.6723 -0.1108
S -0.2652 2.8278 1.0031
H 0.9837 -2.2608 0.7440
H 0.9160 0.1581 0.7884
H 0.8763 0.3461 -0.9155
H -1.4894 -0.6184 -0.9686
H -1.3802 -0.6043 0.8679
H 0.8597 3.2502 0.3167
*
```



Model two:
# C3H6OS2

C3H6OS2 in the gas phase (ωB97M-V/def2-TZVPD, OMol25).

Output
SMILES ... SSOC1CC1
Molar mass ... 122.21 g mol⁻¹
Kohn-Sham gap ... 9.389 eV

Structure (ORCA input):
```
! RIJCOSX wB97M-V def2-TZVPD def2/J DEFGRID3
* xyz 0 1
S 3.3378 -0.7310 0.1715
S 2.0921 0.4746 -0.7057
O 0.7899 0.5272 0.6072
C -0.3156 -0.1713 0.4021
C -1.5838 0.6144 0.6313
C -1.2285 0.3235 -0.7766
H 3.1734 -2.0179 -0.1669
H -0.3537 -1.2189 0.6199
H -1.2732 1.6922 0.8845
H -2.3983 0.1350 1.1150
H -1.6563 -0.5569 -1.3984
H -0.5837 0.9290 -1.3838
*
```



Which of them is least stable? Easy: model two.